[1]
Entry from OMol25: a 12-piece molecular cluster, C14H26Cl23O5P overall in a non-equilibrium geometry (ωB97M-V/def2-TZVPD).

Positions of all 69 atoms, in Å:
O  -3.6010  -1.8687  1.0185
P  -2.6231  -2.7705  0.2210
O  -1.0738  -2.9081  0.9473
C  -0.2746  -1.7581  0.7285
O  -0.3791  -1.0835  -0.3331
O  0.6810  -1.4138  1.7077
C  0.1563  -1.5502  3.0562
C  0.3378  -2.9964  3.7085
O  -0.0062  -3.1375  4.9000
Cl  0.9653  -4.4778  2.8369
H  -2.5051  -2.3720  -1.1676
H  -3.2017  -4.1006  0.2587
H  0.7615  -0.8106  3.7255
H  -0.9362  -1.1767  3.1186
C  0.4075  0.0666  6.6722
Cl  0.8976  1.2728  7.8665
Cl  0.9580  0.5131  5.0503
H  0.8421  -0.8951  6.9410
H  -0.6795  -0.0073  6.6689
C  -0.9820  -1.3594  -3.4887
Cl  -1.8024  -1.3486  -5.0543
Cl  -1.2110  -2.9065  -2.6603
H  0.0840  -1.1962  -3.6448
H  -1.3901  -0.5624  -2.8689
C  -2.2111  3.0231  6.7330
Cl  -3.1248  1.7801  7.5973
Cl  -2.7125  3.1251  5.0410
H  -2.3836  3.9856  7.2119
H  -1.1516  2.7754  6.7735
C  1.1939  1.4255  -2.2449
Cl  2.8564  2.0072  -2.1029
Cl  0.8755  0.7871  -3.8643
H  1.0319  0.6337  -1.5143
H  0.5118  2.2520  -2.0511
C  -0.9424  1.6135  -6.9604
Cl  -0.8893  3.0336  -5.9095
Cl  -2.1434  1.8116  -8.2406
H  0.0373  1.4716  -7.4131
H  -1.2023  0.7421  -6.3636
C  4.2321  0.9450  2.9030
Cl  3.4136  0.9729  1.3361
Cl  4.0020  -0.6066  3.7191
H  5.2974  1.1089  2.7483
H  3.8238  1.7371  3.5292
C  2.8269  -3.3962  6.8034
Cl  3.3069  -2.1870  8.0017
Cl  3.3873  -2.9507  5.1873
H  3.2617  -4.3583  7.0759
H  1.7398  -3.4711  6.7919
C  5.2871  -6.6570  8.5067
Cl  5.3243  -5.2436  9.5666
Cl  4.0904  -6.4592  7.2200
H  6.2701  -6.7887  8.0576
H  5.0297  -7.5352  9.0965
C  -1.2138  6.8076  -7.0852
Cl  -0.7195  8.0213  -5.8975
Cl  -0.6603  7.2395  -8.7077
H  -0.7840  5.8460  -6.8088
H  -2.3002  6.7385  -7.0891
C  -5.2252  5.7592  -7.1705
Cl  -4.8329  7.2976  -7.9490
Cl  -3.7989  4.7220  -7.0460
H  -5.6073  5.9566  -6.1702
H  -5.9837  5.2476  -7.7609
C  -1.0417  -2.2035  -9.2121
Cl  0.2492  -1.0660  -8.8057
Cl  -2.6142  -1.6160  -8.6584
H  -1.0727  -2.3309  -10.2930
H  -0.8333  -3.1592  -8.7337

Properties
E_LUMO   0.066 eV
Electronic energy   -11850.92642 a.u.
HOMO   -10.21 eV
Frontier orbital gap   0.377 hartree
Structure (SMILES)   O=[PH2]OC(=O)OCC(=O)Cl.ClCCl.ClCCl.ClCCl.ClCCl.ClCCl.ClCCl.ClCCl.ClCCl.ClCCl.ClCCl.ClCCl

The molecule's Löwdin atomic charges, reported in e, are given here:
1. O -0.4517
2. P 0.7533
3. O -0.2117
4. C -0.4616
5. O 0.0254
6. O -0.0286
7. C -0.1616
8. C -0.6620
9. O -0.0326
10. Cl 0.6264
11. H -0.0674
12. H 0.0446
13. H -0.0276
14. H 0.1722
15. C -0.9522
16. Cl 0.5447
17. Cl 0.6337
18. H 0.0016
19. H 0.0249
20. C -1.0521
21. Cl 0.5614
22. Cl 0.5727
23. H -0.0631
24. H 0.0274
25. C -1.0352
26. Cl 0.5024
27. Cl 0.5034
28. H 0.0296
29. H -0.0283
30. C -0.9637
31. Cl 0.5151
32. Cl 0.5936
33. H 0.0117
34. H 0.0412
35. C -1.0610
36. Cl 0.5018
37. Cl 0.4882
38. H 0.0057
39. H -0.0636
40. C -1.0011
41. Cl 0.5080
42. Cl 0.4680
43. H 0.0293
44. H 0.0244
45. C -1.0066
46. Cl 0.5215
47. Cl 0.4940
48. H -0.0941
49. H 0.0195
50. C -0.9946
51. Cl 0.5159
52. Cl 0.5702
53. H 0.0303
54. H 0.0288
55. C -1.0763
56. Cl 0.4972
57. Cl 0.4990
58. H -0.0160
59. H -0.0856
60. C -0.9886
61. Cl 0.5326
62. Cl 0.5304
63. H 0.0310
64. H 0.0290
65. C -1.0007
66. Cl 0.5278
67. Cl 0.4922
68. H 0.0287
69. H 0.0289

---

[2]
Entry from OMol25: a 10-piece molecular cluster, C4H30NO9 overall (ωB97M-V/def2-TZVPD).

Positions of all 44 atoms, in Å:
C  2.2570  -0.1862  0.3164
C  0.7748  -0.5343  0.3038
C  0.5574  -2.0123  0.6214
C  -0.8842  -2.4702  0.4767
N  0.0837  0.3096  1.3321
H  2.7619  -0.7331  -0.4785
H  2.6980  -0.4461  1.2788
H  2.4138  0.8723  0.1031
H  0.3460  -0.2967  -0.6713
H  1.2138  -2.5765  -0.0468
H  0.9492  -2.2292  1.6198
H  -0.9728  -3.5526  0.3821
H  -1.5059  -2.1793  1.3230
H  -1.3377  -2.0578  -0.4278
H  -0.9302  0.0976  1.3847
H  0.5390  0.1841  2.2564
H  0.1865  1.3020  1.0687
H  0.1398  2.8575  -2.9974
H  -1.1375  3.6932  -2.6275
O  -0.5380  3.0192  -2.3070
H  0.3491  3.7480  0.6844
H  -0.1750  3.0125  -0.5674
O  -0.0703  2.9264  0.4081
H  0.8087  0.1559  -3.8811
H  0.2037  -1.2552  -3.9480
O  0.3938  -0.5277  -3.3484
H  -3.1355  0.7587  2.3052
H  -3.0520  -0.2022  1.1146
O  -2.5963  0.0412  1.9526
H  3.0749  -2.7898  4.7812
H  1.8920  -3.5928  4.2289
O  2.3835  -2.7721  4.1119
H  0.6458  -0.1418  4.6705
H  1.6272  -1.1644  3.9817
O  1.1529  -0.3135  3.8736
H  -4.4585  -0.3462  -0.7429
H  -2.9527  -0.1255  -1.1650
O  -3.5483  -0.4769  -0.4626
H  2.1358  2.7658  -4.1912
H  1.0279  2.6312  -5.2102
O  1.2512  2.3924  -4.3029
H  -1.1492  0.1035  -2.7061
H  -1.5320  1.4994  -2.1890
O  -1.8913  0.6120  -2.3087

Properties
E_LUMO   -2.515 eV
Electronic energy   -902.18462 a.u.
Net charge   +1
Relative energy (zero: lowest compared OMol25 entry of this formula, charge and spin)   0.0 kJ/mol
HOMO   -13.61 eV
Frontier orbital gap   0.408 hartree

The molecule's Löwdin atomic charges, reported in e, are given here:
1. C -0.0350
2. C -0.3594
3. C -0.2038
4. C -0.0791
5. N 0.1938
6. H 0.0887
7. H 0.0867
8. H 0.0807
9. H 0.1244
10. H 0.1206
11. H 0.1038
12. H 0.0806
13. H 0.0682
14. H 0.0692
15. H 0.0941
16. H 0.1047
17. H 0.0929
18. H 0.0309
19. H 0.0865
20. O -0.0510
21. H 0.0657
22. H 0.0163
23. O -0.0565
24. H 0.0306
25. H 0.0742
26. O -0.0309
27. H 0.0644
28. H 0.0002
29. O -0.0798
30. H 0.0697
31. H 0.0709
32. O -0.0372
33. H 0.0631
34. H 0.0071
35. O -0.0600
36. H 0.0676
37. H 0.0115
38. O -0.0657
39. H 0.0844
40. H 0.0835
41. O -0.0251
42. H 0.0137
43. H 0.0043
44. O -0.0691

---

[3]
Entry from OMol25: a 2-piece molecular cluster, C5H7N3O2 overall in a non-equilibrium geometry (ωB97M-V/def2-TZVPD).

Positions of all 17 atoms, in Å:
C  -0.2259  -0.2234  0.1317
C  -1.8876  0.7897  1.1773
C  3.2413  -1.1658  -0.0720
C  2.3539  -0.6914  -1.1568
C  -2.1310  0.9858  -1.1964
N  0.0401  -0.3693  1.3734
N  -1.0860  0.1026  2.0248
N  -1.3502  0.5491  -0.0820
O  -2.9556  1.2620  1.3910
O  2.5326  -2.0066  -0.9314
H  4.3289  -1.3201  0.0383
H  2.6522  -1.1829  0.8472
H  2.4910  -0.1862  -2.1278
H  -2.8124  0.2130  -1.3303
H  -2.7330  1.8338  -1.0105
H  -1.5440  1.0488  -2.0952
H  -0.9142  0.3609  3.0187

Properties
E_LUMO (alpha / beta)   -1.326 / -0.029 eV
Electronic energy   -509.24232 a.u.
Relative energy (zero: lowest compared OMol25 entry of this formula, charge and spin)   675.3 kJ/mol
HOMO (alpha / beta)   -8.57 / -8.80 eV
Frontier orbital gap (alpha / beta)   0.266 / 0.322 hartree

The molecule's Löwdin atomic charges, reported in e, are given here:
1. C -0.0410
2. C -0.5711
3. C -0.1462
4. C -0.0547
5. C -0.0181
6. N 0.0272
7. N 0.0649
8. N -0.0450
9. O 0.0909
10. O -0.0402
11. H 0.1184
12. H 0.0840
13. H 0.1054
14. H 0.0756
15. H 0.0849
16. H 0.0922
17. H 0.1729

---

[4]
Entry from OMol25: one molecule with the formula C26H37Br2NO6 in a non-equilibrium geometry (ωB97M-V/def2-TZVPD).

Positions of all 72 atoms, in Å:
C  -4.0736  3.5259  -1.4453
C  -2.5739  3.1799  -1.9861
N  -1.6820  3.2831  -0.7961
C  -0.3481  2.6671  -0.9993
C  0.6914  3.8350  -0.6175
Br  1.9654  4.4962  -2.0238
C  0.7879  4.4924  0.6334
C  1.8409  5.6636  0.9880
Br  -0.4081  3.9626  2.1544
O  -0.0791  2.4961  -2.4351
C  0.7124  1.3502  -2.8086
O  1.1086  1.0097  -3.9315
O  0.9125  0.6961  -1.5317
C  -0.0684  1.1558  -0.5497
C  0.5418  0.8313  0.8967
C  2.0583  1.3175  1.1229
C  2.6900  0.2957  2.2331
C  4.3020  0.3203  2.2629
C  4.7703  -1.0864  2.9433
O  4.7216  -1.0016  4.4027
C  3.6896  -1.8173  4.9459
C  3.8973  -3.2456  5.6254
O  2.5057  -1.3644  4.9351
C  -1.4356  0.2788  -0.5490
O  -1.8152  -0.2105  -1.8652
C  -1.5237  -1.6238  -1.9836
C  -0.1317  -2.1535  -2.4914
C  0.1807  -3.6916  -2.6134
C  1.6509  -4.1288  -3.1254
C  -0.8892  -4.7594  -2.2612
C  -2.2732  -4.2613  -1.7733
C  -2.5927  -2.7260  -1.6341
C  -4.0868  -2.3778  -1.1454
C  -4.8353  -1.5730  -2.3244
C  -4.1546  -1.6221  0.2686
H  -4.0423  4.5924  -0.9944
H  -4.3427  2.8429  -0.5480
H  -4.8629  3.4681  -2.2655
H  -2.6272  2.1448  -2.4661
H  -2.3112  3.9696  -2.7890
H  -2.1350  2.9824  0.0761
H  2.0647  5.5303  2.1162
H  1.3308  6.6613  0.7804
H  2.8484  5.5339  0.4607
H  0.5700  -0.3239  0.9804
H  -0.1777  1.1618  1.7408
H  2.7180  1.2678  0.1935
H  2.1586  2.3572  1.5874
H  2.3446  -0.7821  2.0921
H  2.3219  0.7106  3.2489
H  4.6759  0.3653  1.1850
H  4.7062  1.1543  2.9386
H  5.8258  -1.3119  2.5495
H  4.0888  -1.9490  2.5882
H  3.1152  -4.0196  5.2878
H  4.9576  -3.6806  5.4742
H  3.7523  -3.1500  6.7699
H  -2.3429  0.8763  -0.1527
H  -1.3672  -0.6460  0.1369
H  0.7153  -1.4586  -2.8082
H  1.9421  -3.5529  -4.0857
H  2.4635  -3.8548  -2.3554
H  1.7220  -5.2377  -3.3807
H  -0.6061  -5.8588  -2.4052
H  -3.0648  -5.0584  -1.5499
H  -4.6711  -3.3677  -1.0090
H  -4.1993  -1.5295  -3.2774
H  -5.1292  -0.5267  -1.9740
H  -5.8201  -2.1287  -2.5696
H  -5.2474  -1.6982  0.6457
H  -3.5276  -2.1913  1.0475
H  -3.9034  -0.5069  0.2099

Properties
E_LUMO   0.106 eV
Electronic energy   -6666.77599 a.u.
HOMO   -8.32 eV
Frontier orbital gap   0.310 hartree
Structure (SMILES)   CCN[C@]1(/C(Br)=C(/C)Br)OC(=O)O[C@]1(CCCCCOC(C)=O)COc1cc(C)ccc1C(C)C

The molecule's Löwdin atomic charges, reported in e, are given here:
1. C -0.1009
2. C -0.2349
3. N -0.0154
4. C -0.3565
5. C -0.4714
6. Br 0.7530
7. C -0.6320
8. C -0.1604
9. Br 0.6997
10. O -0.0703
11. C -0.3585
12. O 0.1332
13. O 0.0213
14. C -0.2582
15. C -0.1241
16. C -0.1718
17. C -0.2044
18. C -0.1470
19. C -0.1825
20. O -0.0816
21. C -0.3955
22. C -0.0126
23. O 0.0413
24. C -0.0999
25. O -0.1173
26. C -0.1261
27. C 0.0709
28. C -0.1987
29. C -0.1061
30. C -0.0435
31. C -0.0194
32. C -0.0778
33. C -0.3602
34. C -0.0849
35. C -0.0940
36. H 0.0824
37. H 0.0724
38. H 0.0749
39. H 0.1120
40. H 0.1349
41. H 0.0710
42. H 0.0721
43. H 0.0900
44. H 0.0546
45. H 0.1233
46. H 0.1025
47. H 0.1155
48. H 0.0907
49. H 0.1037
50. H 0.1233
51. H 0.1128
52. H 0.1248
53. H 0.1248
54. H 0.1327
55. H 0.0972
56. H 0.0898
57. H 0.0986
58. H 0.1263
59. H 0.1390
60. H 0.0947
61. H 0.0835
62. H 0.0803
63. H 0.0687
64. H 0.0927
65. H 0.0929
66. H 0.1251
67. H 0.0872
68. H 0.0733
69. H 0.0815
70. H 0.0883
71. H 0.0906
72. H 0.0585

---

[5]
Entry from OMol25: a 8-piece molecular cluster, C9H35O8 overall in a non-equilibrium geometry (ωB97M-V/def2-TZVPD).

Positions of all 52 atoms, in Å:
O  1.1685  0.1564  0.1756
H  0.9045  0.9176  0.8065
H  2.1503  0.1306  -0.0156
H  0.5910  0.1558  -0.6436
O  -0.7380  -0.2161  -1.6109
H  -1.2017  0.4795  -2.0957
H  -1.0312  -1.0442  -2.0149
O  0.7651  2.2065  1.7346
H  1.4083  2.6578  2.2922
H  0.0880  2.8877  1.5216
O  3.7755  0.5370  0.0240
H  4.1859  1.4106  -0.0216
H  4.5075  -0.0933  -0.0210
O  1.2365  2.7659  -1.6947
H  0.6258  3.1909  -2.3101
H  1.7309  2.1404  -2.2401
C  1.9799  -3.1331  -1.9403
C  1.5414  -3.9944  -3.1145
C  1.3144  -3.1730  -4.3613
O  2.5388  -4.9694  -3.3937
H  3.0284  -2.8419  -2.0609
H  1.9231  -3.5883  -0.9493
H  1.3854  -2.2114  -1.8738
H  0.6322  -4.5252  -2.7955
H  0.5549  -2.4095  -4.1865
H  0.9642  -3.7464  -5.2171
H  2.2801  -2.7247  -4.6075
H  2.5070  -5.7115  -2.7881
C  0.4319  -2.4673  2.7138
C  -0.8635  -1.9608  3.3289
C  -1.1804  -0.5165  2.9442
O  -1.9186  -2.7890  2.7824
H  0.3583  -2.4252  1.6286
H  0.5903  -3.4699  3.1071
H  1.2594  -1.8242  3.0225
H  -0.8195  -2.0595  4.4140
H  -0.4630  0.1806  3.3818
H  -2.1610  -0.2674  3.3679
H  -1.3374  -0.3332  1.8805
H  -2.5885  -2.8476  3.4736
C  -2.4845  2.4737  0.2454
C  -2.3255  3.9792  0.3865
C  -3.5995  4.6594  0.9134
O  -1.2329  4.1426  1.3033
H  -3.3106  2.2360  -0.4346
H  -2.7638  2.0736  1.2169
H  -1.6070  2.0729  -0.2611
H  -2.0604  4.4687  -0.5582
H  -3.4131  5.7108  1.1110
H  -3.9128  4.1185  1.8073
H  -4.3728  4.5180  0.1585
H  -1.0419  5.0724  1.4686

Properties
E_LUMO   -2.811 eV
Electronic energy   -965.58441 a.u.
Net charge   +1
Relative energy (zero: lowest compared OMol25 entry of this formula, charge and spin)   0.0 kJ/mol
HOMO   -12.37 eV
Frontier orbital gap   0.351 hartree

The molecule's Löwdin atomic charges, reported in e, are given here:
1. O 0.1610
2. H 0.0904
3. H 0.0929
4. H 0.0828
5. O -0.0282
6. H 0.0732
7. H 0.0825
8. O -0.0319
9. H 0.0870
10. H 0.0409
11. O -0.0156
12. H 0.0858
13. H 0.0869
14. O -0.0520
15. H 0.0478
16. H 0.0429
17. C -0.0662
18. C -0.5053
19. C -0.0516
20. O -0.0403
21. H 0.0842
22. H 0.0768
23. H 0.0507
24. H 0.1390
25. H 0.0680
26. H 0.0852
27. H 0.0909
28. H 0.0933
29. C -0.0576
30. C -0.4742
31. C -0.0694
32. O -0.0590
33. H 0.0686
34. H 0.0829
35. H 0.0785
36. H 0.1379
37. H 0.0736
38. H 0.0796
39. H 0.0667
40. H 0.0894
41. C -0.0448
42. C -0.4681
43. C -0.0380
44. O -0.0769
45. H 0.0926
46. H 0.0920
47. H 0.0537
48. H 0.1360
49. H 0.0816
50. H 0.0875
51. H 0.0866
52. H 0.1099

---

Q: The lowest electronic energy belongs to which entry?
A: C14H26Cl23O5P

---

Q: Which value of electronic energy does entry 5 give?
A: -965.58441 a.u.

---

Q: Among the records above, which one has the lowest electronic energy?
A: C14H26Cl23O5P

---

Q: Look up the electronic energy of the fifth one.
A: -965.58441 a.u.